Record 1
50
Properties=species:S:1:pos:R:3 method="wB97M-V/def2-TZVPD" spin_multiplicity=1 smiles="CCOC(=O)[C@](CC)(CCC(=O)O)c1csc(Nc2ccc(C)cc2)n1" lumo_ev=0.533
C -3.4418 -1.5876 -3.7031
C -2.0940 -1.8779 -3.0589
H -1.8269 -2.9318 -3.1598
H -1.3163 -1.2503 -3.5058
O -2.1261 -1.6389 -1.6504
C -1.9571 -0.3785 -1.2449
O -1.7757 0.5459 -1.9909
C -2.0118 -0.2958 0.2852
C -0.9091 -1.2158 0.7483
C -1.0227 -2.4389 1.3222
S 0.5372 -3.1337 1.6122
C 1.2443 -1.6703 0.8961
N 0.3721 -0.8082 0.5130
N 2.5870 -1.5851 0.8115
C 3.3572 -0.5543 0.2742
C 2.7999 0.5802 -0.3080
C 3.6241 1.5612 -0.8220
C 5.0092 1.4462 -0.7748
C 5.5539 0.3088 -0.1939
C 4.7430 -0.6816 0.3255
H 5.1849 -1.5601 0.7758
H 6.6272 0.1936 -0.1440
C 5.8812 2.5204 -1.3505
H 5.5613 3.5004 -1.0013
H 5.8139 2.5170 -2.4386
H 6.9210 2.3703 -1.0710
H 3.1803 2.4383 -1.2697
H 1.7289 0.6798 -0.3503
H 3.1035 -2.3656 1.1916
H -1.8948 -2.9941 1.5939
C -3.4060 -0.7726 0.7301
C -3.6534 -0.6405 2.2293
H -3.7166 0.4014 2.5298
H -4.5926 -1.1241 2.4892
H -2.8554 -1.1107 2.7972
H -4.1601 -0.1981 0.1875
H -3.5186 -1.8153 0.4288
C -1.6757 1.1310 0.7493
H -0.7055 1.4003 0.3316
H -1.5705 1.1337 1.8348
C -2.6914 2.1885 0.3300
C -2.2934 3.5544 0.8187
O -1.3052 3.8334 1.4405
O -3.2080 4.4793 0.4790
H -2.9298 5.3551 0.7893
H -3.6903 1.9824 0.7174
H -2.7597 2.2349 -0.7584
H -3.4032 -1.8414 -4.7585
H -3.6805 -0.5317 -3.6037
H -4.2224 -2.1742 -3.2244



Record 2
130
Properties=species:S:1:pos:R:3 method="wB97M-V/def2-TZVPD" spin_multiplicity=1 smiles="CCN(CC)CC.CCN(CC)CC.CCN(CC)CC.CCN(CC)CC.CCN(CC)CC.O=C1OCCO1.O=C1OCCO1" lumo_ev=0.501
C -1.9710 5.0969 -2.9400
C -3.2596 4.9023 -2.0806
N -3.0697 4.1337 -0.8942
C -4.3630 3.6413 -0.4072
C -4.8430 2.3670 -1.0824
C -2.3892 4.8075 0.2210
C -1.8557 3.8700 1.2987
H -2.2160 5.6318 -3.9088
H -1.6789 4.0876 -3.1651
H -1.2339 5.6664 -2.3828
H -3.6437 5.9029 -1.7739
H -4.0410 4.4723 -2.6859
H -4.1873 3.3229 0.5848
H -5.1051 4.3742 -0.4361
H -5.2211 2.6835 -2.0351
H -4.0773 1.6103 -1.1747
H -5.6753 1.9701 -0.4751
H -3.0163 5.5386 0.7739
H -1.5822 5.4238 -0.1207
H -2.2413 4.0671 2.3118
H -0.7521 3.8228 1.3561
H -2.2606 2.8754 1.0942
C 4.9663 0.5165 6.3296
C 3.4754 0.1271 6.3334
N 2.7941 -0.1119 5.0962
C 2.3037 1.1383 4.5054
C 2.2961 1.1446 2.9659
C 1.8925 -1.1867 5.0598
C 0.6898 -0.9507 6.0198
H 5.2563 1.4298 5.7910
H 5.6802 -0.2465 5.9829
H 5.2870 0.7067 7.3748
H 3.4401 -0.7990 6.9025
H 2.9663 0.9297 6.9102
H 1.2521 1.3509 4.8723
H 2.9553 1.8974 4.9092
H 3.2730 1.0951 2.4897
H 1.7202 0.2941 2.4478
H 1.7626 1.9929 2.5394
H 2.4470 -2.1647 5.2426
H 1.4827 -1.2683 4.0221
H 0.9852 -1.1540 7.0865
H -0.1731 -1.4750 5.7487
H 0.4256 0.0670 5.9851
C -4.4483 0.1085 2.5981
C -5.3048 -1.1496 2.3366
N -5.4155 -1.3515 0.8673
C -4.2543 -2.0681 0.4753
C -4.0341 -2.1358 -1.0920
C -6.6509 -2.1685 0.5613
C -7.8931 -1.3706 0.5542
H -4.4770 0.3590 3.6670
H -4.7467 0.9298 1.9687
H -3.4059 -0.0647 2.3110
H -4.9770 -2.0537 2.8244
H -6.2769 -0.9484 2.7214
H -3.3509 -1.5619 0.8751
H -4.2849 -3.0988 0.9079
H -4.2205 -1.1480 -1.5270
H -3.0639 -2.5541 -1.3805
H -4.7601 -2.8072 -1.6161
H -6.6287 -2.9519 1.3215
H -6.5622 -2.7176 -0.4075
H -8.6862 -2.0380 0.1829
H -7.8579 -0.5082 -0.1946
H -8.1735 -0.9301 1.5255
C 1.8196 -6.9529 -0.5958
C 1.6119 -5.5205 -1.0163
N 0.2433 -5.0812 -1.3133
C 0.2040 -3.7793 -2.0409
C 0.5252 -3.9474 -3.5701
C -0.5462 -5.0634 -0.0244
C 0.1787 -4.4665 1.1854
H 1.4562 -7.1913 0.4471
H 2.8997 -7.1620 -0.6252
H 1.2471 -7.6229 -1.2875
H 1.9342 -4.7832 -0.2886
H 2.1349 -5.2910 -1.8745
H 0.8298 -2.9773 -1.5947
H -0.8385 -3.4283 -1.8511
H -0.3278 -3.5328 -4.1674
H 0.5482 -4.9965 -3.7819
H 1.4616 -3.4928 -3.8146
H -1.5801 -4.4907 -0.1514
H -0.8467 -6.1271 0.1872
H -0.5603 -4.2931 1.9498
H 1.0189 -5.0533 1.6089
H 0.5573 -3.5397 0.8321
C 5.8474 1.8707 -4.1015
C 4.8006 2.9646 -3.7592
N 3.4409 2.4291 -3.5866
C 2.5885 3.4275 -2.9703
C 2.9815 3.5461 -1.5100
C 2.8742 1.7570 -4.7315
C 1.5105 1.2029 -4.3881
H 6.8845 2.1526 -3.8546
H 5.8468 1.6149 -5.1347
H 5.7259 0.9196 -3.4877
H 5.1119 3.5033 -2.8537
H 4.7807 3.6371 -4.5930
H 2.7844 4.3761 -3.4810
H 1.5319 3.2299 -3.1054
H 3.8912 4.1533 -1.3964
H 2.1620 4.1092 -0.9798
H 3.0940 2.5364 -0.9588
H 3.5650 0.9660 -4.9746
H 2.8508 2.4233 -5.6649
H 1.3666 0.8614 -3.4014
H 1.4265 0.3771 -5.0016
H 0.7356 1.9315 -4.7180
C 5.2892 -1.7592 -0.8535
C 4.3258 -0.6428 -0.4355
O 3.2908 -0.8231 -1.4393
C 3.7992 -1.4123 -2.4953
O 3.2739 -1.5242 -3.5536
O 5.0307 -1.8496 -2.2174
H 5.2007 -2.7621 -0.3655
H 6.3611 -1.5548 -0.8080
H 4.7881 0.3350 -0.6302
H 3.9094 -0.7416 0.5780
C -0.9648 0.7049 -1.1370
C 0.4585 1.0397 -0.7140
O 0.4938 0.1516 0.5409
C -0.7720 0.0276 0.9956
O -1.0800 -0.3208 2.0629
O -1.6611 0.3833 0.0370
H -0.9580 -0.1620 -1.8150
H -1.4227 1.5995 -1.5660
H 0.6014 2.0779 -0.4669
H 1.2421 0.6641 -1.4503



Record 3
72
Properties=species:S:1:pos:R:3 method="wB97M-V/def2-TZVPD" spin_multiplicity=4 total_charge=+2 lumo_ev="-9.180 / -8.453"
Mn 0.6642 -0.0660 0.0969
C 4.4643 -0.1842 -1.3326
S 2.8008 -0.1691 -0.8155
O 2.4635 1.0772 -0.0769
O 2.4784 -1.2823 0.1127
O 1.8403 -0.2760 -1.9254
H 5.0845 -0.0004 -0.4579
H 4.5839 0.6025 -2.0749
H 4.6693 -1.1623 -1.7627
C 1.1869 -0.1703 5.2668
C -0.1206 0.2084 4.5570
C -1.2405 -0.7616 4.9596
C -0.5167 1.6479 4.9179
C 0.0869 0.1231 3.1062
C 0.2819 0.0510 1.9083
H 1.0416 -0.1054 6.3457
H 1.9940 0.5059 4.9867
H 1.4875 -1.1881 5.0187
H -1.3952 -0.7087 6.0377
H -0.9771 -1.7879 4.7013
H -2.1792 -0.5032 4.4677
H -0.6718 1.7221 5.9946
H -1.4423 1.9377 4.4188
H 0.2692 2.3500 4.6381
S -3.6084 -4.8496 -1.0264
C -2.4109 -3.5925 -0.6694
C -1.1106 -3.6480 -1.1608
C -0.2618 -2.5911 -0.9055
N -0.6643 -1.5054 -0.2274
C -1.9188 -1.4430 0.2379
C -2.8200 -2.4700 0.0430
C -2.6942 -6.3309 -0.7239
C -1.7498 -6.4266 0.3020
C -1.1403 -7.6493 0.5438
N -1.5099 -8.6352 -0.2362
C -2.3559 -8.6529 -1.2296
C -3.0097 -7.4522 -1.4910
H -0.7582 -4.4863 -1.7451
H 0.7617 -2.5835 -1.2559
H -2.1801 -0.5532 0.7933
H -3.8212 -2.3911 0.4431
H -1.5306 -5.5964 0.9598
H -0.4707 -7.8421 1.3742
H -2.4623 -9.5461 -1.8344
H -3.7063 -7.4041 -2.3179
C 0.2727 3.2338 0.9424
C -0.5079 2.6230 -0.1641
N -0.5137 1.3389 -0.5282
C -1.3653 1.2190 -1.6171
C -1.8861 2.4327 -1.8924
N -1.3425 3.3011 -0.9677
C -1.6558 4.7378 -0.9256
N -1.4157 5.3544 -2.1814
N -2.4317 5.3901 -3.0967
N -1.9914 5.8451 -4.1945
C -0.6428 6.1209 -4.0558
C 0.2732 6.6427 -4.9719
C 1.5668 6.8055 -4.5352
C 1.9493 6.4644 -3.2216
C 1.0552 5.9528 -2.3072
C -0.2554 5.7914 -2.7593
H 0.9343 2.4977 1.3860
H -0.3905 3.6123 1.7220
H 0.8797 4.0600 0.5707
H -1.5139 0.2863 -2.1308
H -2.5668 2.7730 -2.6541
H -1.0581 5.2000 -0.1441
H -2.7132 4.8556 -0.6969
H -0.0346 6.9072 -5.9737
H 2.3122 7.2102 -5.2054
H 2.9774 6.6199 -2.9230
H 1.3603 5.7119 -1.2973



Record 4
92
Properties=species:S:1:pos:R:3 method="wB97M-V/def2-TZVPD" spin_multiplicity=1 smiles="NC(N)=O.CC(C)O.CC(C)O.CC(C)O.CC(C)O.CC(C)O.CO.CO.CO.CO" lumo_ev=0.099
C 23.9200 20.5800 -6.7330
O 23.8000 20.8190 -5.3910
H 23.8360 21.3680 -7.4720
H 23.1720 19.8480 -7.0900
H 24.8930 20.2010 -6.8440
H 24.3330 21.6030 -5.1910
C 23.8640 19.2840 -12.3630
O 23.3430 17.9680 -12.3660
H 24.8420 19.3870 -11.9370
H 23.2160 20.0780 -11.9740
H 23.9830 19.5530 -13.3930
H 23.9460 17.4330 -12.8470
C 23.3820 26.3470 -8.4880
O 22.0640 25.7230 -8.6780
H 23.9570 25.8020 -7.8100
H 23.3820 27.3450 -8.2110
H 23.9500 26.3210 -9.4760
H 21.9890 25.2340 -9.4780
C 22.8540 25.8530 -12.2060
O 22.0840 25.0010 -11.3770
H 23.8990 25.7450 -11.9650
H 22.4970 26.8770 -12.0580
H 22.7370 25.4750 -13.2130
H 21.1530 25.1780 -11.6220
C 23.3630 22.7890 -13.7050
O 24.3330 23.6960 -13.3170
N 22.2740 22.7290 -13.1710
N 23.5140 21.8440 -14.6360
H 22.1490 23.2170 -12.2940
H 21.6390 21.9600 -13.3550
H 24.4820 21.7860 -14.8820
H 22.7780 21.2430 -14.9810
C 29.0660 20.5710 -9.5390
C 28.5030 19.3900 -8.7270
C 26.9610 19.4140 -8.7620
O 28.9590 18.2570 -8.9950
H 30.1490 20.7620 -9.4130
H 28.5410 21.5050 -9.1740
H 29.0450 20.4660 -10.6020
H 28.7380 19.6640 -7.7320
H 26.6430 19.3570 -9.7950
H 26.6240 20.3520 -8.4120
H 26.5840 18.5400 -8.2270
H 28.9650 17.8770 -8.1310
C 27.4950 18.1580 -15.6590
C 26.5130 19.0260 -14.9400
C 27.2050 20.4170 -14.5320
O 25.4650 19.4490 -15.5360
H 27.3100 17.1410 -15.3030
H 28.4970 18.4300 -15.4670
H 27.2790 18.2490 -16.6990
H 26.1940 18.7520 -13.9260
H 28.2230 20.2570 -14.1760
H 26.5470 20.8800 -13.8020
H 27.2470 21.1170 -15.3620
H 24.9320 18.6790 -15.6650
C 25.3190 23.7510 -9.9990
C 25.2270 22.3670 -10.6330
C 26.4240 21.9880 -11.3980
O 24.9050 21.5240 -9.7760
H 25.4160 24.5460 -10.6970
H 26.3470 23.8640 -9.5820
H 24.5350 24.0160 -9.2020
H 24.3810 22.3350 -11.3370
H 27.3820 22.3040 -10.9070
H 26.2930 22.4640 -12.3400
H 26.4720 20.9440 -11.5870
H 24.0630 21.0790 -9.9710
C 26.4850 22.5270 -6.7740
C 26.5370 23.2100 -5.4560
C 26.1050 24.6600 -5.6890
O 25.7070 22.7230 -4.7010
H 25.5640 22.8340 -7.2900
H 26.5180 21.4370 -6.5830
H 27.2820 22.7440 -7.3690
H 27.5280 23.1320 -5.1060
H 26.7740 25.3440 -6.1420
H 25.9740 25.1720 -4.7560
H 25.1380 24.7060 -6.1970
H 25.9420 22.9310 -3.8140
C 20.3070 20.5750 -8.8250
C 21.4080 21.0380 -9.6860
C 21.5170 22.6190 -9.6330
O 22.4600 20.5700 -9.2820
H 20.6340 20.9500 -7.8230
H 20.1020 19.5120 -9.0110
H 19.4580 21.1380 -9.0700
H 21.1790 20.7120 -10.6530
H 20.8680 23.1790 -10.2580
H 22.5410 23.0230 -9.6580
H 21.3570 23.0460 -8.6020
H 22.5020 19.6060 -9.2900



Record 5
96
Properties=species:S:1:pos:R:3 method="wB97M-V/def2-TZVPD" spin_multiplicity=1 total_charge=+1 lumo_ev=-3.943
Bi -0.9993 -1.8298 -0.9549
F -5.6081 -4.0934 -3.2625
C -4.7902 -3.1929 -3.7798
F -4.1692 -3.7183 -4.8237
F -5.5019 -2.1470 -4.1787
S -3.5505 -2.5822 -2.4946
O -2.2028 -2.7714 -3.0159
O -3.7957 -3.2618 -1.2694
N -3.8240 -1.0366 -2.3707
S -2.8003 -0.0726 -3.0555
O -1.6125 0.0614 -2.1860
O -2.4995 -0.2494 -4.4254
C -3.6990 1.5467 -2.7843
F -4.0348 1.5945 -1.4990
F -2.9246 2.5927 -3.0498
F -4.7927 1.6246 -3.5159
O -0.2468 -0.7152 0.8818
P -0.0741 0.3743 1.9377
C -1.6266 0.2526 2.9644
C -1.9152 1.2846 4.0549
C -1.3199 0.9513 5.4193
C -1.7196 -0.4510 5.8582
C -1.2311 -1.4692 4.8376
C -1.8394 -1.1835 3.4652
C 1.5162 -0.0925 2.7875
C 2.0646 0.9518 3.7692
C 3.5898 0.8915 3.8413
C 4.2420 1.2200 2.4961
C 3.4473 0.6404 1.3179
C 2.5788 -0.5255 1.7691
C 0.0021 1.9468 0.9504
C 0.3965 3.2411 1.6656
C -0.0305 4.4549 0.8410
C -1.5549 4.5574 0.7140
C -2.2165 3.1772 0.7625
C -1.3015 2.1213 0.1564
H -2.3598 0.4087 2.1572
H -3.0020 1.3287 4.1691
H -1.5802 2.2750 3.7479
H -1.6872 1.6798 6.1431
H -0.2331 1.0337 5.3966
H -2.8057 -0.5134 5.9384
H -1.2944 -0.6717 6.8377
H -1.5144 -2.4764 5.1492
H -0.1419 -1.4392 4.7981
H -2.9161 -1.3593 3.5394
H -1.4456 -1.8857 2.7243
H 1.2108 -0.9917 3.3356
H 1.6689 0.7636 4.7673
H 1.7675 1.9568 3.4791
H 3.8893 -0.1043 4.1697
H 3.9420 1.5976 4.5937
H 5.2523 0.8153 2.4956
H 4.3252 2.3007 2.3761
H 4.1205 0.3052 0.5257
H 2.8115 1.4140 0.8902
H 3.2160 -1.2813 2.2289
H 2.1045 -0.9877 0.8996
H 0.7901 1.6826 0.2325
H 1.4786 3.2790 1.7946
H -0.0631 3.3093 2.6502
H 0.4254 4.3798 -0.1465
H 0.3568 5.3617 1.3053
H -1.7943 5.0422 -0.2316
H -1.9651 5.1829 1.5089
H -3.1579 3.2008 0.2149
H -2.4519 2.9098 1.7910
H -1.0545 2.4208 -0.8626
H -1.8260 1.1657 0.0822
C 3.8106 -0.0451 -3.2061
Si 1.9050 0.2256 -3.3406
C 1.4406 1.9514 -2.6473
C 1.3013 0.0631 -5.1440
As 1.2882 -1.5476 -1.7556
Si 1.3589 -3.5364 -3.0844
C 3.2294 -3.9226 -3.2635
C 0.4455 -3.5980 -4.7485
C 0.5088 -4.7327 -1.8516
H 4.4244 0.7255 -3.6589
H 4.0650 -0.9935 -3.6728
H 4.0711 -0.1235 -2.1514
H 1.9179 2.7516 -3.2058
H 1.7496 2.0507 -1.6106
H 0.3667 2.1022 -2.7154
H 1.5300 0.9556 -5.7183
H 0.2251 -0.0810 -5.1807
H 1.7808 -0.7727 -5.6434
H 3.6282 -3.5000 -4.1801
H 3.4510 -4.9840 -3.2735
H 3.7568 -3.4659 -2.4273
H 0.8667 -2.9021 -5.4643
H -0.5988 -3.3394 -4.6045
H 0.4851 -4.5883 -5.1900
H 0.8176 -4.4980 -0.8332
H 0.7270 -5.7819 -2.0215
H -0.5701 -4.6047 -1.9345



Record 6
7
Properties=species:S:1:pos:R:3 method="wB97M-V/def2-TZVPD" spin_multiplicity=1 smiles=CN(F)I lumo_ev=-1.010
C 0.1647 -0.1151 0.7635
N -0.3909 -0.4196 -0.5709
F 0.5761 -0.8622 -1.5209
I -1.1555 1.4143 -1.5667
H -0.6422 -0.3356 1.3748
H 1.1227 -0.6921 0.6939
H 0.3249 1.0103 0.8263



Record 7
30
Properties=species:S:1:pos:R:3 method="wB97M-V/def2-TZVPD" spin_multiplicity=1 smiles=CCCC(Cl)(Cl)[C@@H]1ON1C(C)(C)C lumo_ev=0.697
C 0.2751 -1.0379 -0.3318
C 4.1998 1.3316 -0.1823
C -2.5617 -0.1233 1.4727
C -2.9814 0.2725 -1.0035
C -2.6489 -2.0570 -0.2097
C 2.8707 1.6073 0.6538
C 1.6977 1.0593 -0.0954
C 1.6575 -0.5320 0.0260
C -2.2567 -0.5612 0.0010
N -0.8321 -0.2313 -0.1664
O -0.3501 -0.5389 -1.4845
Cl 2.1953 -1.0705 1.7017
Cl 2.6702 -1.1657 -1.2409
H 0.1850 -2.1570 -0.3946
H 4.4494 0.3366 -0.2350
H 5.0750 1.8870 0.1840
H 3.8920 1.7829 -1.0855
H -2.4738 -0.9395 2.1222
H -1.7090 0.5063 1.6679
H -3.5158 0.2755 1.5484
H -3.0204 -0.0730 -1.9772
H -2.6027 1.3481 -1.0506
H -3.9704 0.4245 -0.6682
H -3.7524 -2.1442 -0.2567
H -2.2125 -2.3221 -1.1503
H -2.3553 -2.6401 0.6275
H 2.8787 2.7818 0.7319
H 2.7988 1.2748 1.7043
H 1.6148 1.3188 -1.1736
H 0.7831 1.3866 0.2649